[1]
{
  "formula": "CH4N2OS2",
  "method": "wB97M-V/def2-TZVPD",
  "species": ["N", "S", "C", "O", "H", "N", "H", "H", "S", "H"],
  "positions_angstrom": [[0.35, -0.61, 0.71], [1.90, -0.82, -0.19], [-0.68, 0.10, 0.06], [0.90, 1.87, 0.08], [1.12, 1.64, 1.15], [-0.36, 1.37, -0.22], [-1.01, 2.09, -0.64], [1.45, -1.26, -1.34], [-2.20, -0.54, -0.09], [0.14, -1.57, 0.96]],
  "mulliken_charge": [-0.485, -0.080, 0.279, -0.430, 0.383, -0.008, 0.233, 0.144, -0.386, 0.352],
  "smiles": "ONC(=S)NS",
  "homo_lumo_gap_ev": 8.98,
  "e_lumo_ha": 0.0108,
  "relative_energy_kj_mol": 253.95
}

=====

[2]
{
  "formula": "C24H18AsBrCl5F8N2O3Ti",
  "method": "wB97M-V/def2-TZVPD",
  "species": ["F", "H", "C", "C", "Br", "Cl", "C", "As", "C", "H", "H", "C", "F", "C", "C", "Cl", "C", "C", "H", "H", "H", "C", "C", "H", "O", "H", "N", "C", "F", "F", "C", "F", "F", "H", "H", "C", "H", "C", "C", "Cl", "C", "N", "C", "C", "C", "C", "H", "C", "H", "F", "O", "H", "O", "Ti", "H", "Cl", "H", "F", "H", "C", "C", "Cl", "H"],
  "positions_angstrom": [[-1.02, 2.02, -1.42], [0.89, -8.04, -0.20], [-0.44, -1.02, 4.68], [-2.76, -0.25, -1.01], [-2.28, -4.43, -1.40], [1.43, 2.28, 2.29], [-5.17, 0.44, 2.29], [0.22, -0.28, -3.95], [0.16, -2.75, 0.12], [4.74, 1.24, -0.66], [3.02, -0.64, -2.15], [-4.95, -0.20, -0.07], [1.10, 1.20, -3.72], [0.91, 0.94, 4.52], [-0.42, -6.40, -0.69], [0.59, -0.09, 7.01], [-0.61, -0.98, 3.30], [3.66, 1.38, -0.52], [-2.10, -0.40, -1.85], [4.62, -0.66, 1.17], [3.47, 0.41, 2.00], [3.30, -1.00, -1.16], [-0.65, -5.04, -0.63], [-1.16, -7.03, -1.18], [-0.82, -2.03, -0.34], [3.00, -1.25, 1.62], [-5.84, 0.67, 3.20], [-4.37, 0.18, 1.14], [-1.29, 0.57, -3.92], [1.71, -1.16, -4.01], [1.65, -6.13, 0.48], [-1.23, 2.63, 0.69], [0.29, -0.06, -5.68], [3.49, 2.14, 0.25], [2.15, -4.12, 1.03], [0.28, -4.16, -0.01], [3.21, 1.71, -1.45], [0.72, -6.97, -0.14], [3.01, 0.06, -0.09], [-1.72, -2.14, 2.64], [0.71, 0.95, 3.14], [-2.19, 0.07, 0.16], [-2.98, 0.30, 1.20], [-4.13, -0.39, -1.16], [0.35, -0.06, 5.30], [1.44, -4.78, 0.55], [2.55, -6.55, 0.92], [-0.02, -0.02, 2.44], [-2.50, 0.63, 2.12], [0.18, -0.50, -2.20], [1.63, 0.29, 0.01], [0.51, 2.60, -0.29], [1.03, -2.05, 0.77], [-0.01, -0.33, 0.30], [2.72, -1.90, -0.95], [-1.18, -2.25, 5.64], [-4.53, -0.66, -2.13], [-0.66, -1.76, -4.13], [-6.02, -0.32, -0.13], [-0.35, 1.93, -0.19], [3.56, -0.39, 1.26], [1.85, 2.17, 5.30], [4.36, -1.26, -1.16]],
  "mulliken_charge": [-0.321, 0.338, -0.227, -0.035, -0.215, -0.188, -0.111, 2.204, 1.278, 0.381, 0.264, -0.293, -0.484, -0.186, -0.516, -0.235, 1.474, -1.738, 0.254, 0.461, 0.259, -1.463, 0.035, 0.371, -0.353, 0.181, -0.628, 0.057, -0.459, -0.487, -0.663, -0.352, -0.545, 0.260, 0.339, 0.231, 0.304, -0.584, 1.816, -0.181, 0.931, 0.439, -0.576, -1.107, 0.465, -0.621, 0.358, -1.414, 0.913, -0.437, 0.023, 0.246, -0.825, 0.403, 0.101, -0.243, 0.502, -0.492, 0.483, -0.112, -1.522, -0.235, 0.478],
  "homo_lumo_gap_ev": [4.08, 6.58],
  "e_lumo_ha": [0.1435, 0.1435],
  "relative_energy_kj_mol": 76.06,
  "spin_multiplicity": 2,
  "s2": 0.776,
  "charge": -2
}

=====

[3]
{
  "formula": "C5H9ClO2S",
  "method": "wB97M-V/def2-TZVPD",
  "species": ["S", "H", "O", "Cl", "H", "C", "C", "H", "O", "H", "H", "C", "H", "H", "C", "C", "H", "H"],
  "positions_angstrom": [[1.21, 1.83, 2.37], [1.43, -1.21, -0.07], [1.97, 1.24, 3.43], [-1.35, 0.49, 3.84], [-0.11, 1.26, -0.57], [1.42, -0.36, -0.67], [0.32, 0.47, 1.54], [-1.16, -1.76, -0.41], [-1.54, 1.99, 1.68], [2.30, 0.22, -0.51], [-1.80, 2.80, 2.15], [-1.07, -0.61, -0.32], [0.58, -0.56, 1.85], [-1.74, -0.14, -1.17], [-0.61, 1.22, 2.34], [0.15, 0.26, -0.21], [1.37, -0.51, -1.71], [-1.68, -0.49, 0.66]],
  "mulliken_charge": [0.341, 0.395, -0.543, -0.195, 0.421, -1.509, -0.474, 0.328, -0.437, 0.355, 0.328, -1.036, 0.438, 0.264, 0.125, 0.514, 0.428, 0.259],
  "homo_lumo_gap_ev": 9.54,
  "e_lumo_ha": 0.0187,
  "relative_energy_kj_mol": 231.90
}

=====

[4]
{
  "formula": "C14H17N3O2Tl",
  "method": "wB97M-V/def2-TZVPD",
  "species": ["O", "N", "C", "C", "H", "C", "H", "H", "H", "H", "H", "N", "C", "C", "N", "O", "C", "C", "H", "H", "H", "C", "C", "H", "H", "C", "C", "H", "H", "C", "H", "H", "Tl", "C", "C", "H", "H"],
  "positions_angstrom": [[13.92, 11.14, 3.96], [11.22, 10.28, 3.95], [12.94, 11.94, 4.13], [12.18, 4.17, 3.63], [15.60, 5.93, 3.51], [9.96, 5.34, 4.14], [6.10, 10.73, 2.78], [9.64, 8.31, 3.14], [14.31, 13.88, 2.19], [9.52, 6.16, 3.50], [11.81, 3.06, 3.70], [12.24, 6.43, 3.64], [13.21, 13.37, 3.87], [13.49, 5.98, 3.51], [14.49, 13.50, 3.12], [11.72, 11.57, 4.47], [9.20, 9.27, 3.24], [13.56, 4.56, 3.49], [9.51, 4.36, 3.78], [7.50, 8.51, 2.57], [14.99, 12.61, 3.11], [7.89, 9.49, 2.90], [14.82, 6.69, 3.41], [14.85, 7.44, 4.18], [14.45, 3.94, 3.36], [7.95, 11.77, 3.38], [9.25, 11.66, 3.66], [9.78, 5.45, 5.28], [12.38, 13.76, 3.27], [7.15, 10.65, 2.99], [9.85, 12.58, 3.80], [7.54, 12.69, 3.50], [12.60, 8.55, 5.22], [9.95, 10.38, 3.63], [11.42, 5.31, 3.73], [13.46, 13.81, 4.82], [14.93, 7.23, 2.45]],
  "mulliken_charge": [-0.702, -0.585, 0.725, -0.568, 0.281, -0.637, 0.377, 0.361, 0.227, 0.040, 0.185, -0.380, -0.381, 0.653, -0.617, -0.223, -0.589, -0.568, 0.304, 0.251, 0.280, 0.040, -0.968, 0.212, 0.300, -0.318, -0.351, 0.141, 0.357, -1.072, 0.172, 0.483, 0.632, 0.555, 0.025, 0.169, 0.190],
  "homo_lumo_gap_ev": 6.33,
  "e_lumo_ha": 0.0994,
  "relative_energy_kj_mol": 33.50,
  "charge": -1
}

=====

[5]
{
  "formula": "C5H10O",
  "method": "wB97M-V/def2-TZVPD",
  "species": ["C", "H", "H", "H", "H", "H", "H", "O", "C", "H", "H", "H", "C", "H", "C", "C"],
  "positions_angstrom": [[0.41, -0.40, -0.09], [1.99, 0.15, 0.82], [0.37, 1.84, -1.77], [0.60, -1.61, 1.73], [0.27, -0.66, -2.18], [-1.04, 1.34, -2.72], [-0.97, -1.74, 0.77], [1.56, 0.30, -0.04], [-0.32, -0.19, -1.38], [-1.24, 1.75, -1.01], [-0.78, 0.19, 2.58], [0.95, 0.19, 2.63], [0.07, -0.46, 2.84], [-1.27, -0.74, -1.33], [-0.02, -1.23, 0.89], [-0.57, 1.27, -1.74]],
  "mulliken_charge": [1.007, 0.319, 0.298, 0.431, 0.281, 0.340, 0.320, -0.446, -0.393, 0.313, 0.212, 0.111, -0.580, 0.275, -1.361, -1.127],
  "homo_lumo_gap_ev": 8.62,
  "e_lumo_ha": 0.0091,
  "relative_energy_kj_mol": 482.93
}

=====

[6]
{
  "formula": "C21H40O6",
  "method": "wB97M-V/def2-TZVPD",
  "species": ["C", "C", "H", "O", "H", "H", "C", "H", "H", "H", "H", "H", "O", "C", "H", "H", "O", "H", "H", "H", "H", "O", "H", "C", "C", "C", "C", "H", "H", "H", "H", "H", "H", "C", "H", "C", "C", "C", "C", "H", "H", "C", "H", "O", "C", "C", "H", "C", "H", "C", "H", "H", "C", "H", "H", "H", "H", "H", "H", "H", "H", "C", "O", "C", "H", "H", "H"],
  "positions_angstrom": [[-0.15, -2.91, -4.07], [2.23, -0.53, -0.95], [-2.56, -2.80, -2.72], [0.08, 1.37, -1.91], [5.62, 1.72, 4.61], [-3.33, -0.55, -0.17], [-4.20, -0.21, 0.41], [-2.65, -2.83, -0.96], [4.13, 0.25, 0.80], [2.47, 1.36, -2.74], [0.60, -3.37, -4.71], [-3.43, -0.53, -3.88], [-1.43, -0.92, 2.15], [3.32, 0.52, -1.19], [-4.39, -0.95, 1.18], [-1.12, -3.33, -4.36], [-5.25, 0.99, -1.46], [-2.19, -4.29, -1.86], [-6.26, 0.32, 0.13], [2.18, 0.16, 3.07], [-0.54, -1.72, -1.64], [0.19, -3.31, -2.75], [4.78, 1.62, -0.07], [3.86, 1.05, 0.12], [4.82, 2.22, 5.15], [-0.70, -0.19, 1.52], [0.51, -0.68, 0.83], [1.64, 1.82, 5.60], [-0.76, 2.94, 0.07], [-4.23, 1.66, -3.04], [2.69, -1.26, -0.29], [0.83, -0.99, -3.99], [-4.19, -1.37, -2.54], [0.21, 1.13, -0.74], [-1.63, 1.72, 2.11], [-0.63, -2.81, -1.71], [-0.54, 1.90, 0.29], [3.81, 2.80, 4.18], [-4.26, -0.49, -3.17], [0.65, 1.81, 4.14], [-5.20, -0.54, -3.73], [-0.15, -1.40, -4.25], [-5.71, -0.97, -0.93], [3.24, 1.84, 3.30], [-4.18, 0.80, -2.37], [-2.09, -3.21, -1.83], [4.30, 3.52, 3.52], [-5.42, -0.02, -0.47], [3.02, 3.34, 4.72], [-1.00, 1.25, 1.36], [3.20, 0.15, 4.50], [5.26, 3.03, 5.75], [2.53, 0.78, 3.91], [-0.21, -3.22, -0.80], [-0.37, -1.14, -5.29], [3.16, 1.74, 0.60], [4.37, 1.51, 5.84], [0.81, 0.34, 5.12], [4.13, 0.00, -1.72], [-3.22, 0.87, -1.84], [1.98, -1.06, -1.87], [1.00, -0.04, -0.24], [2.90, 1.65, -1.94], [1.34, 1.22, 4.74], [-0.89, -0.91, -3.63], [-3.92, 0.73, 0.89], [0.97, -1.59, 1.21]],
  "mulliken_charge": [-0.411, -1.135, 0.081, -0.633, 0.299, -0.356, -0.221, 0.430, 0.266, 0.380, 0.369, 0.366, -0.663, 0.197, 0.432, 0.305, -0.463, 0.337, 0.389, -0.128, -0.544, -0.481, 0.506, -1.503, -1.087, 0.087, -0.603, 0.386, 0.537, 0.376, 0.498, 0.138, -0.008, 0.686, 0.620, 0.758, -0.814, -0.351, -0.830, 0.276, 0.353, -0.538, 0.306, -0.326, 0.004, -1.165, 0.351, -0.597, 0.297, -0.317, 0.301, 0.398, 0.121, 0.354, 0.445, 0.297, 0.270, 0.410, 0.364, -0.003, 0.051, 1.268, -0.589, -1.213, -0.057, 0.242, 0.485],
  "smiles": "C[C@H](O)CC1=CC(=O)C=CC1=O.CCOCC.CCOCC.CCOCC",
  "homo_lumo_gap_ev": 8.49,
  "e_lumo_ha": -0.0409
}

=====

[7]
{
  "formula": "C32H49ClNO3PSTl",
  "method": "wB97M-V/def2-TZVPD",
  "species": ["C", "C", "C", "H", "H", "H", "O", "H", "C", "C", "N", "C", "H", "H", "H", "H", "H", "C", "H", "C", "H", "H", "H", "H", "H", "H", "H", "H", "S", "H", "Cl", "C", "H", "H", "C", "O", "C", "C", "H", "H", "C", "C", "H", "H", "C", "H", "O", "H", "C", "C", "H", "C", "H", "C", "C", "H", "C", "H", "Tl", "C", "C", "H", "H", "C", "H", "C", "H", "H", "H", "H", "C", "H", "C", "H", "H", "H", "C", "C", "H", "H", "C", "H", "C", "H", "P", "H", "H", "C", "H"],
  "positions_angstrom": [[-2.12, 2.15, -2.54], [1.24, 0.39, 5.41], [-0.55, -2.81, -4.75], [2.13, 1.85, -2.14], [2.38, -0.26, -0.80], [-1.52, -3.04, -4.30], [-0.33, -0.58, 2.35], [1.96, 1.63, -4.68], [4.84, 0.32, -3.21], [-0.62, 2.32, -2.63], [1.50, 0.67, 2.96], [0.18, -0.16, 4.71], [-1.56, -0.64, -3.46], [0.95, -2.73, 1.58], [-1.77, -2.11, -1.41], [1.23, -1.71, -4.19], [0.01, -3.75, -4.81], [-0.77, -2.24, -6.16], [2.37, -0.08, -4.52], [-2.03, 0.94, -0.29], [0.44, 0.30, -5.58], [-1.96, -0.70, 7.31], [-2.70, 4.22, -4.68], [-2.48, 1.47, -3.32], [-0.44, 2.69, -4.73], [-0.25, 2.83, -1.71], [-1.32, -0.40, -7.15], [-0.03, 0.29, 8.55], [2.51, 0.93, 4.26], [-0.46, 5.16, -4.56], [1.79, 3.45, -0.30], [2.50, 0.91, -4.06], [4.91, -0.66, -3.70], [0.97, 3.27, -3.78], [-0.13, -2.85, -0.25], [2.78, 2.34, 4.41], [-0.74, -4.03, 1.89], [4.00, 1.27, -4.07], [-3.92, 3.27, -2.88], [-0.36, -4.23, 2.90], [2.75, -0.19, -1.83], [-0.58, 0.12, -5.20], [2.08, 0.96, 7.29], [0.26, -2.26, -2.82], [-0.52, -0.47, -3.79], [2.60, -1.17, -2.31], [3.61, -0.01, 4.27], [-2.31, 1.48, -1.35], [0.41, -0.09, 3.25], [0.20, -1.84, -3.83], [-1.09, -4.98, 1.48], [1.97, 0.87, -2.63], [0.18, -2.25, -6.71], [-1.91, -3.06, 1.95], [-0.13, 3.18, -3.80], [-2.73, 5.49, -3.47], [4.25, 0.13, -1.80], [-2.88, 3.98, -1.65], [0.07, 1.75, 0.79], [-2.87, 3.48, -2.64], [-2.33, 4.49, -3.68], [4.40, 1.06, -1.22], [-2.38, -0.86, -5.82], [-0.99, -0.55, 5.38], [-2.67, -3.40, 2.67], [-1.44, -2.57, -0.47], [-2.12, -0.17, -0.26], [-0.46, 5.03, -2.77], [4.12, 2.29, -3.68], [-3.21, -1.99, 0.61], [0.03, 0.15, 7.47], [5.87, 0.70, -3.12], [-0.80, 4.56, -3.70], [-3.08, -3.73, 0.29], [-1.82, -0.94, 4.79], [-2.69, 1.38, 0.50], [-1.33, -0.82, -6.14], [1.20, 0.54, 6.79], [4.37, 1.26, -5.10], [-1.09, 1.09, -5.19], [-1.07, -0.40, 6.77], [-1.53, -2.09, 2.32], [0.39, -3.48, 1.00], [-1.45, -2.89, -6.71], [0.12, 0.60, -2.40], [4.78, -0.67, -1.27], [0.62, -2.59, -1.00], [-2.51, -2.83, 0.55], [1.10, -4.27, 0.76]],
  "mulliken_charge": [0.158, 0.009, -0.753, 0.415, 0.066, 0.318, -0.495, 0.286, -0.738, 0.647, -0.515, 0.206, 0.627, -0.003, 0.427, 0.347, 0.424, -0.812, 0.210, -1.359, 0.130, 0.379, 0.293, 0.300, 0.045, 0.056, 0.400, 0.348, 1.049, 0.407, -0.565, -0.929, 0.300, 0.108, -0.456, -0.649, -1.102, -1.028, 0.340, 0.426, -0.302, -0.153, 0.384, -1.016, -0.089, 0.267, -0.682, -0.280, 0.382, 0.377, 0.368, 0.399, 0.322, 0.306, -0.338, 0.376, -0.906, 0.324, 1.175, -0.757, -0.717, 0.391, 0.366, -0.310, 0.457, 0.422, 0.064, 0.382, 0.371, 0.358, -0.426, 0.396, -0.882, 0.412, 0.455, 0.513, -0.884, -0.472, 0.393, -0.025, -0.665, -0.387, -0.654, 0.427, -0.398, 0.393, 0.072, -1.014, 0.491],
  "homo_lumo_gap_ev": [6.56, 6.51],
  "e_lumo_ha": [0.0667, 0.0840],
  "relative_energy_kj_mol": 46.49,
  "charge": -1
}

=====

[8]
{
  "formula": "C6H12NO3",
  "method": "wB97M-V/def2-TZVPD",
  "species": ["H", "H", "C", "H", "H", "O", "C", "H", "C", "H", "H", "H", "H", "N", "C", "O", "C", "H", "C", "H", "H", "O"],
  "positions_angstrom": [[-1.80, 2.90, 0.03], [-2.37, 1.34, 0.02], [-1.64, -2.30, 0.06], [2.01, -1.01, -1.25], [-0.91, -2.48, 0.85], [1.13, 2.58, 2.61], [0.35, -2.45, -1.50], [-0.51, -0.64, -0.85], [-0.72, 1.81, 1.53], [-2.46, -1.63, 0.30], [-0.70, 1.63, -0.59], [2.18, -2.28, -2.35], [-1.35, 2.25, 2.32], [1.57, -1.75, -1.76], [-1.43, 1.87, 0.18], [0.39, -3.65, -1.70], [0.64, 2.58, 1.44], [-1.47, -1.26, -1.85], [-0.82, -1.68, -1.11], [-0.58, 0.78, 1.93], [-1.83, -3.35, -0.18], [1.05, 3.07, 0.41]],
  "mulliken_charge": [0.364, 0.364, -1.153, 0.194, 0.314, -0.262, 0.387, -0.249, -0.384, 0.334, 0.286, 0.217, 0.355, -0.396, -1.147, -0.569, 0.693, 0.366, 0.168, 0.293, 0.362, -0.539],
  "homo_lumo_gap_ev": [10.32, 6.42],
  "e_lumo_ha": [0.0193, -0.1238],
  "relative_energy_kj_mol": 82.37,
  "spin_multiplicity": 2,
  "s2": 0.755
}

=====

no.,maximum force (eV/A),energy (eV)
1,4.4,-27797.272
2,1.6,-272659.013
3,4.4,-32780.480
4,5.4,-28050.811
5,0.4,-7389.760
6,0.5,-34708.369
7,3.1,-78950.812
8,3.6,-14046.813